# 1
Density functional theory data (the ωB97M-V functional and the def2-TZVPD basis) for a structure of composition C30H30CrF7N6O7S5 in a non-equilibrium geometry.

Properties
2S+1 = 4
<S²> = 3.849
Energy relative to the best compared isomer or geometry (same formula, charge and spin) = 0.0 kJ/mol
Kohn-Sham gap (alpha / beta) = 2.89 / 3.05 eV

```
86
Properties=species:S:1:pos:R:3:mulliken_spin:R:1
Cr -19.467 9.705 -1.244 3.2445
C -23.215 7.162 5.116 0.0005
C -23.853 7.319 3.723 -0.0003
N -22.956 7.477 2.596 0.0049
C -22.610 8.709 2.165 0.0030
C -21.631 8.957 1.182 0.0483
C -21.210 10.392 1.098 -0.0056
O -21.858 11.241 1.771 0.0117
O -20.284 10.725 0.277 0.0224
C -21.017 7.927 0.431 -0.0539
O -20.167 7.980 -0.461 -0.0142
C -21.340 6.610 0.899 -0.0152
C -20.759 5.482 0.268 0.0145
C -21.064 4.189 0.703 -0.0006
F -20.668 3.171 -0.097 0.0000
C -21.849 3.943 1.858 0.0024
C -22.454 5.089 2.396 -0.0005
C -22.298 6.363 1.944 -0.0066
N -21.962 2.728 2.512 0.0006
C -21.674 1.399 1.902 0.0001
C -22.164 0.288 2.861 0.0000
N -23.450 0.683 3.602 0.0000
C -23.063 1.729 4.583 0.0001
C -22.017 2.678 3.960 -0.0001
H -23.964 7.478 5.847 -0.0001
H -22.332 7.839 5.258 0.0000
H -22.985 6.118 5.342 0.0001
H -24.468 8.254 3.683 -0.0004
H -24.553 6.473 3.609 0.0001
H -23.027 9.571 2.693 -0.0003
H -20.137 5.595 -0.597 -0.0004
H -23.069 4.912 3.243 0.0005
H -20.563 1.262 1.803 0.0000
H -22.227 1.301 0.934 -0.0001
H -21.410 0.124 3.613 0.0000
H -22.337 -0.586 2.296 0.0000
H -23.816 -0.179 4.066 0.0000
H -24.135 1.104 2.955 0.0000
H -22.677 1.181 5.483 0.0000
H -24.003 2.271 4.832 -0.0001
H -20.978 2.410 4.258 -0.0001
H -22.213 3.671 4.402 0.0001
S -18.692 8.700 -3.236 -0.0894
C -17.458 7.686 -2.547 -0.0008
C -17.053 6.562 -3.260 0.0115
C -16.048 5.699 -2.787 -0.0016
C -15.466 5.934 -1.544 0.0048
C -15.840 7.021 -0.780 0.0048
C -16.823 7.937 -1.292 0.0184
S -17.215 9.330 -0.343 -0.1494
H -17.417 6.515 -4.278 0.0012
H -15.698 4.889 -3.416 0.0002
H -14.689 5.254 -1.184 0.0005
H -15.394 7.239 0.150 0.0015
F -21.486 11.782 -4.460 0.0001
C -22.540 10.917 -4.392 0.0016
F -23.596 11.534 -4.916 0.0000
F -22.189 9.854 -5.131 0.0002
S -22.714 10.633 -2.540 0.0090
O -21.439 9.922 -2.282 -0.0017
O -22.742 12.044 -2.167 -0.0004
N -23.867 9.655 -2.377 0.0007
S -25.546 9.963 -2.423 0.0002
O -25.929 11.241 -2.883 0.0000
O -26.005 9.414 -1.175 0.0001
C -26.262 8.856 -3.832 0.0001
F -27.609 8.863 -3.669 0.0000
F -25.723 7.626 -3.699 0.0000
F -26.049 9.327 -5.119 0.0000
C -22.227 13.872 0.286 -0.0013
C -20.827 14.010 -0.243 0.0025
C -19.969 15.021 0.099 -0.0032
C -18.644 15.024 -0.464 0.0005
N -18.288 14.058 -1.276 -0.0019
C -19.122 13.074 -1.592 -0.0059
S -18.569 11.653 -2.494 -0.0584
N -20.421 13.123 -1.205 0.0004
C -17.657 16.124 -0.146 0.0001
H -22.572 14.857 0.656 0.0000
H -22.317 13.176 1.146 0.0001
H -22.924 13.578 -0.485 -0.0002
H -20.296 15.814 0.721 -0.0002
H -21.195 12.550 -1.645 0.0004
H -18.102 16.821 0.529 0.0000
H -17.477 16.722 -1.056 0.0001
H -16.731 15.726 0.262 0.0001
```



# 2
Density functional theory data (the ωB97M-V functional and the def2-TZVPD basis) for an isolated molecule of C4H11NOS in a non-equilibrium geometry.

Properties
2S+1 = 1
SMILES = OCNCCCS
Energy relative to the best compared isomer or geometry (same formula, charge and spin) = 317.1 kJ/mol
Kohn-Sham gap = 9.68 eV

```
18
Properties=species:S:1:pos:R:3:lowdin_charge:R:1
O -2.991 -0.569 -1.309 -0.0732
C -1.721 -0.763 -1.906 -0.2552
N -0.577 -0.142 -0.983 -0.0792
C -0.384 -0.837 0.356 -0.2454
C 1.006 -1.099 0.846 -0.2840
C 1.622 0.039 1.640 -0.5329
S 1.606 1.710 0.765 0.6184
H -2.940 0.146 -0.693 0.0639
H -1.686 -1.862 -2.035 0.0974
H -1.676 -0.477 -3.050 0.1354
H 0.051 0.299 -1.680 0.0861
H -1.175 -0.709 1.170 0.1434
H -0.702 -1.842 0.062 0.0957
H 1.689 -1.296 0.076 0.0948
H 0.913 -1.922 1.607 0.1314
H 2.734 -0.122 1.802 0.0721
H 1.145 0.387 2.626 0.0762
H 0.790 1.532 -0.382 -0.1450
```



# 3
Density functional theory data (the ωB97M-V functional and the def2-TZVPD basis) for an isolated molecule of C6H12O.

Properties
2S+1 = 1
SMILES = CCO[C@H]1C[C@H]1C
Energy relative to the best compared isomer or geometry (same formula, charge and spin) = 141.2 kJ/mol
Kohn-Sham gap = 10.41 eV

```
19
Properties=species:S:1:pos:R:3:lowdin_charge:R:1
C 2.857 0.547 0.245 -0.0763
C 1.513 0.152 -0.340 -0.2722
O 0.569 0.057 0.716 -0.1105
C -0.412 -0.908 0.499 -0.3298
C -1.711 -0.718 1.200 -0.0578
C -1.646 -0.586 -0.304 -0.2733
C -1.823 0.775 -0.936 -0.0718
H 3.182 -0.205 0.970 0.0773
H 2.786 1.509 0.760 0.0769
H 3.613 0.628 -0.545 0.0760
H 1.594 -0.814 -0.856 0.1202
H 1.178 0.895 -1.079 0.1159
H -0.016 -1.924 0.424 0.1485
H -1.819 0.206 1.763 0.1143
H -2.199 -1.579 1.648 0.1009
H -2.058 -1.417 -0.874 0.1307
H -1.393 0.803 -1.944 0.0743
H -2.885 1.035 -1.015 0.0758
H -1.327 1.543 -0.333 0.0811
```



# 4
Density functional theory data (the ωB97M-V functional and the def2-TZVPD basis) for a structure of composition C2H18Ni3O15 in a non-equilibrium geometry.

Properties
2S+1 = 7
<S²> = 12.012
Kohn-Sham gap (alpha / beta) = 5.39 / 4.11 eV
Charge = +2

```
38
Properties=species:S:1:pos:R:3:mulliken_spin:R:1
Ni -10.647 -7.354 -9.471 1.8223
Ni -4.862 -7.863 -8.694 1.7630
Ni -5.473 -4.433 -9.930 1.8575
C -2.976 -6.116 -9.092 -0.0173
O -2.815 -7.325 -8.679 0.1173
O -2.100 -5.362 -9.485 0.0292
O -4.269 -5.836 -9.053 0.1372
C -7.478 -6.808 -9.595 0.0300
O -6.824 -5.863 -10.153 0.0297
O -8.763 -6.899 -9.742 0.0725
O -6.860 -7.697 -8.925 0.0040
O -7.685 -6.158 -6.278 -0.0002
H -7.648 -6.133 -7.241 0.0000
H -8.095 -5.321 -6.022 0.0000
O -8.010 -10.232 -8.896 0.0007
H -8.133 -10.486 -7.973 -0.0005
H -7.837 -9.275 -8.872 0.0018
O -11.199 -5.379 -9.682 0.0401
H -10.681 -4.788 -9.113 -0.0026
H -11.511 -4.820 -10.412 0.0020
O -10.307 -7.095 -7.436 0.0362
H -9.741 -7.385 -6.693 0.0034
H -11.005 -6.555 -7.030 -0.0007
O -4.747 -8.654 -10.660 0.0229
H -4.436 -8.401 -11.535 0.0023
H -4.873 -9.615 -10.707 -0.0023
O -8.952 -4.477 -11.397 -0.0008
H -8.401 -5.164 -10.972 0.0028
H -9.533 -4.963 -11.993 0.0000
O -4.494 -5.060 -11.803 0.0272
H -4.204 -4.531 -12.559 0.0023
H -4.230 -5.960 -12.010 -0.0004
O -6.507 -3.138 -11.222 0.0186
H -7.443 -3.370 -11.423 -0.0011
H -6.130 -2.852 -12.065 0.0006
O -8.960 -9.140 -12.152 0.0018
H -9.070 -10.101 -12.130 -0.0001
H -8.180 -8.976 -11.609 0.0005
```



# 5
Density functional theory data (the ωB97M-V functional and the def2-TZVPD basis) for a structure of composition C30H41N9Ti.

Properties
2S+1 = 1
Energy relative to the best compared isomer or geometry (same formula, charge and spin) = 21.9 kJ/mol
Kohn-Sham gap = 6.48 eV
Charge = +4

```
81
Properties=species:S:1:pos:R:3:lowdin_charge:R:1
Ti 0.254 0.494 0.681 1.2127
C 0.814 -3.904 0.801 0.0457
C 0.407 -2.490 0.601 -0.2109
N 1.148 -1.459 0.790 -0.0162
C 2.564 -1.550 1.143 -0.1242
C 3.275 -0.374 0.476 -0.1109
N 2.410 0.853 0.487 -0.1226
C 3.021 2.053 1.147 -0.1167
C 1.929 2.884 1.815 -0.1356
N 0.642 2.639 1.107 -0.1124
C 0.480 3.549 -0.072 -0.1108
C -0.163 2.833 -1.271 -0.1196
N -0.743 1.558 -0.856 -0.0528
C -1.806 1.059 -1.380 -0.2312
C -2.702 1.702 -2.371 0.0509
C -2.036 -0.354 -0.978 -0.1737
C -3.017 -1.193 -1.475 0.0781
C -2.950 -2.549 -1.164 0.0627
C -1.872 -3.042 -0.435 0.0759
C -0.921 -2.145 0.025 -0.1698
N -1.057 -0.830 -0.194 0.0199
H 1.575 -4.008 1.571 0.1076
H 1.227 -4.309 -0.131 0.1340
H -0.035 -4.531 1.069 0.1065
H 3.006 -2.483 0.796 0.1434
H 2.676 -1.519 2.227 0.1262
H 3.502 -0.628 -0.558 0.1287
H 4.221 -0.175 0.976 0.1447
H 2.304 1.098 -0.498 0.0881
H 3.560 2.632 0.397 0.1473
H 3.760 1.744 1.885 0.1382
H 2.184 3.944 1.804 0.1523
H 1.795 2.612 2.858 0.1195
H -0.091 2.870 1.775 0.1124
H 1.456 3.933 -0.363 0.1387
H -0.112 4.415 0.221 0.1434
H 0.597 2.602 -2.023 0.1370
H -0.889 3.484 -1.752 0.1308
H -3.740 1.425 -2.186 0.1112
H -2.631 2.786 -2.372 0.1001
H -2.455 1.359 -3.382 0.1279
H -3.805 -0.821 -2.116 0.1431
H -3.706 -3.231 -1.535 0.1506
H -1.770 -4.105 -0.264 0.1422
N -1.982 -0.817 2.714 0.1388
C -2.621 0.302 2.184 -0.2821
C -4.007 0.408 2.312 0.0433
C -4.626 1.566 1.904 0.0252
C -3.839 2.599 1.388 0.0059
C -2.493 2.386 1.248 -0.1052
N -1.863 1.235 1.596 0.0542
C -0.763 -0.698 3.369 -0.2633
C -0.614 -1.304 4.615 0.0538
C 0.563 -1.158 5.313 0.0392
C 1.587 -0.406 4.734 0.0109
C 1.386 0.120 3.488 -0.1191
N 0.232 -0.011 2.774 0.0235
H -2.619 -1.441 3.192 0.1584
H -4.573 -0.389 2.779 0.1410
H -5.696 1.689 2.012 0.1455
H -4.268 3.552 1.110 0.1385
H -1.885 3.175 0.827 0.1068
H -1.446 -1.848 5.046 0.1440
H 0.683 -1.601 6.293 0.1492
H 2.525 -0.248 5.248 0.1432
H 2.192 0.652 3.010 0.0916
C 1.396 -2.581 -4.078 -0.0128
C 1.445 -1.041 -4.108 -0.5716
C 2.796 -0.550 -4.656 -0.0072
C 0.281 -0.472 -4.950 -0.0158
C 1.257 -0.552 -2.743 -0.0489
N 1.095 -0.164 -1.669 0.1998
H 1.423 -2.944 -5.104 0.1135
H 0.478 -2.948 -3.614 0.0857
H 2.259 -2.993 -3.555 0.0968
H 2.893 -0.910 -5.680 0.1148
H 3.632 -0.945 -4.080 0.0978
H 2.853 0.538 -4.675 0.0989
H 0.381 -0.841 -5.970 0.1134
H 0.316 0.617 -4.984 0.0954
H -0.687 -0.803 -4.566 0.0844
```



# 6
Density functional theory data (the ωB97M-V functional and the def2-TZVPD basis) for a cluster of 2 separate species, CH4IN2 in total in a non-equilibrium geometry.

Properties
2S+1 = 1
Energy relative to the best compared isomer or geometry (same formula, charge and spin) = 527.6 kJ/mol
Kohn-Sham gap (alpha / beta) = 7.40 / 7.40 eV
Charge = +1

```
8
Properties=species:S:1:pos:R:3:lowdin_charge:R:1
C -0.576 0.544 -0.258 -0.7008
N 1.532 -0.774 -0.138 0.1789
N -1.151 -0.072 0.645 0.1235
I -0.634 2.099 -1.474 1.1553
H 1.550 -1.275 -1.005 0.0033
H 1.998 0.082 -0.054 -0.0305
H -0.814 -0.884 1.010 0.0885
H -1.904 0.279 1.274 0.1819
```